[1]
C6H11N5O3 | the ωB97M-V functional and the def2-TZVPD basis

XYZ file:
```
25
Properties=species:S:1:pos:R:3
C -1.35565 0.89789 0.06112
C -0.06016 1.13050 -0.23113
C -1.62382 -0.47172 0.42100
C 1.62815 -0.28674 0.88800
C 0.50931 2.36724 -0.73291
C -2.97423 -0.88313 0.71141
N -0.58125 -1.21820 0.48880
N 2.57270 -1.13486 0.68906
N 1.51841 0.47163 1.91544
N 0.02835 -1.62668 -2.78739
N 0.75925 -0.13706 -0.19597
O -1.00273 -1.46487 -2.37763
O 0.96534 -1.89323 -3.32456
O 1.19832 -0.69568 -1.29292
H -2.21647 1.48659 -0.06550
H 0.87551 3.04642 0.00388
H -0.20127 3.15405 -1.16814
H 1.18938 2.10594 -1.48613
H -3.16225 -0.80334 1.88626
H -3.15967 -2.01958 0.44054
H -3.62767 -0.18826 0.20325
H 3.31045 -1.54692 1.46083
H 2.53352 -1.61261 -0.18909
H 2.29310 0.44216 2.54797
H 0.58338 0.88046 2.13382
```

## Properties
HOMO level (eV): -17.582
F_max (eV Å⁻¹): 4.8
Lowest unoccupied orbital energy (Eh): -0.32514
Total charge: +2
HOMO-LUMO gap (eV): 8.73
Calculated total energy (eV): -19967.2283
ΔE to the lowest compared entry with this formula, charge and spin (kJ/mol): 201.2

[2]
C6H10O | the ωB97M-V functional and the def2-TZVPD basis

XYZ file:
```
17
Properties=species:S:1:pos:R:3
C 2.00059 1.34732 0.24478
C 0.89043 0.63417 0.10642
C 0.20725 -0.44320 0.94472
C -0.99007 -0.32980 -0.00739
O -1.73625 -1.40227 -0.46089
C -1.47914 1.08144 -0.04854
C -0.25462 0.68479 -0.85520
H 2.68172 1.18578 1.07542
H 2.24682 2.13894 -0.45838
H 1.46542 -2.82087 -0.76935
H 0.74019 -2.79845 -0.94039
H 0.01632 -0.18061 1.98994
H 0.69367 -1.42173 0.87268
H -2.53873 -1.45943 0.07377
H -2.37349 1.25183 -0.64108
H -1.35364 1.74496 0.80756
H -0.21645 0.78715 -1.93406
```

## Properties
HOMO level (eV): -9.027
F_max (eV Å⁻¹): 0.4
SMILES: C=C1C[C@@]2(O)C[C@@H]12.[H][H]
Lowest unoccupied orbital energy (Eh): 0.03253
Total charge: 0
HOMO-LUMO gap (eV): 9.91
Calculated total energy (eV): -8428.3044
ΔE to the lowest compared entry with this formula, charge and spin (kJ/mol): 283.3

Q: Among the records above, which one has the lowest HOMO-LUMO gap?
A: C6H11N5O3

Q: Among the records above, which one has the highest HOMO level?
A: C6H10O

Q: The highest HOMO level belongs to which entry?
A: C6H10O

Please write out number 1 again, unchanged.
C6H11N5O3 | the ωB97M-V functional and the def2-TZVPD basis

XYZ file:
```
25
Properties=species:S:1:pos:R:3
C -1.35565 0.89789 0.06112
C -0.06016 1.13050 -0.23113
C -1.62382 -0.47172 0.42100
C 1.62815 -0.28674 0.88800
C 0.50931 2.36724 -0.73291
C -2.97423 -0.88313 0.71141
N -0.58125 -1.21820 0.48880
N 2.57270 -1.13486 0.68906
N 1.51841 0.47163 1.91544
N 0.02835 -1.62668 -2.78739
N 0.75925 -0.13706 -0.19597
O -1.00273 -1.46487 -2.37763
O 0.96534 -1.89323 -3.32456
O 1.19832 -0.69568 -1.29292
H -2.21647 1.48659 -0.06550
H 0.87551 3.04642 0.00388
H -0.20127 3.15405 -1.16814
H 1.18938 2.10594 -1.48613
H -3.16225 -0.80334 1.88626
H -3.15967 -2.01958 0.44054
H -3.62767 -0.18826 0.20325
H 3.31045 -1.54692 1.46083
H 2.53352 -1.61261 -0.18909
H 2.29310 0.44216 2.54797
H 0.58338 0.88046 2.13382
```

## Properties
HOMO level (eV): -17.582
F_max (eV Å⁻¹): 4.8
Lowest unoccupied orbital energy (Eh): -0.32514
Total charge: +2
HOMO-LUMO gap (eV): 8.73
Calculated total energy (eV): -19967.2283
ΔE to the lowest compared entry with this formula, charge and spin (kJ/mol): 201.2